No. 1
{
  "formula": "C5H5FN2",
  "method": "ωB97M-V with the def2-TZVPD basis set",
  "lumo_ev": 0.26,
  "homo_lumo_gap_ha": 0.315,
  "smiles": "[H]/N=C1C=C/C(=C/F)N\\1",
  "energy_ha": -402.87494,
  "de_lowest_kcal_mol": 7.9,
  "symbols": ["C", "C", "C", "C", "C", "H", "H", "H", "H", "H", "N", "N", "F"],
  "xyz": [[0.195, -1.245, 1.874], [0.122, -0.545, 0.742], [-0.522, 1.024, -0.805], [0.551, 0.171, -1.380], [0.920, -0.747, -0.472], [0.860, -2.097, 2.054], [-1.382, 0.895, 1.104], [-0.895, 2.179, -2.243], [0.974, 0.272, -2.390], [1.676, -1.485, -0.571], [-0.711, 0.525, 0.457], [-1.177, 2.001, -1.285], [-0.613, -0.947, 2.915]],
  "atomic_forces_ev_per_a": [[0.2, -0.3, -0.1], [0.1, -0.1, -0.1], [0.3, 0.0, -0.7], [0.5, -0.4, -0.3], [-0.5, 0.8, -0.1], [-0.3, 0.5, -0.1], [-0.1, 0.1, 0.0], [0.1, 0.0, 0.0], [-0.4, 0.1, 0.6], [0.4, -0.5, -0.1], [-0.2, -0.2, 0.8], [-0.1, 0.0, 0.1], [0.1, 0.0, -0.1]]
}

No. 2
{
  "formula": "C4H10NOS",
  "method": "ωB97M-V with the def2-TZVPD basis set",
  "lumo_ev": [-3.49, -8.49],
  "charge": 1,
  "spin_multiplicity": 3,
  "homo_lumo_gap_ha": [0.255, 0.200],
  "s2": 2.0103,
  "energy_ha": -686.14824,
  "de_lowest_kcal_mol": 19.0,
  "symbols": ["C", "C", "C", "C", "N", "O", "S", "H", "H", "H", "H", "H", "H", "H", "H", "H", "H"],
  "xyz": [[-1.736, 0.493, -0.127], [-1.417, -0.768, -0.956], [1.250, -0.520, -0.224], [2.622, 0.057, -0.338], [-0.660, 0.644, 0.818], [1.175, -1.268, 0.859], [0.304, -0.541, -1.626], [-1.723, 1.210, -0.883], [-2.598, 0.305, 0.464], [-1.408, -1.814, -0.488], [-2.012, -0.973, -1.747], [3.429, -0.406, 0.296], [2.505, 1.066, -0.111], [3.111, 0.109, -1.323], [-0.232, 1.551, 0.966], [-0.609, 0.100, 1.674], [0.329, -1.749, 0.855]],
  "atomic_forces_ev_per_a": [[1.1, -3.3, -0.1], [3.0, -1.3, 2.9], [2.8, 0.9, -1.3], [1.3, -0.8, -0.7], [-0.6, 1.6, 0.6], [-1.8, -2.2, 1.8], [-0.9, -0.4, -0.8], [-0.4, 2.0, -0.4], [-1.4, 0.4, 0.3], [-0.1, 1.6, 0.2], [-2.1, 0.2, -2.7], [-1.3, 0.3, -0.2], [0.4, 2.1, 0.8], [-0.6, -0.4, -0.1], [0.3, 0.2, -0.4], [0.0, -0.5, -0.2], [0.5, -0.3, 0.2]]
}

No. 3
{
  "formula": "Cl3H3Si3",
  "method": "ωB97M-V with the def2-TZVPD basis set",
  "lumo_ev": [-2.82, -2.82],
  "homo_lumo_gap_ha": [0.205, 0.205],
  "energy_ha": -2250.78543,
  "de_lowest_kcal_mol": 82.3,
  "symbols": ["Si", "Si", "Si", "Cl", "Cl", "Cl", "H", "H", "H"],
  "xyz": [[0.031, -0.138, -2.082], [0.892, -0.043, 0.005], [-0.712, -1.036, 1.049], [0.726, -2.141, -2.187], [-0.014, -2.822, 1.770], [-1.148, 0.030, 2.806], [0.956, 0.509, -2.894], [2.342, -0.319, 1.500], [-2.190, -1.582, 0.913]],
  "atomic_forces_ev_per_a": [[-2.2, -0.1, -0.1], [4.1, 0.2, 1.2], [-4.4, -2.5, 3.2], [0.2, -0.1, 0.5], [0.7, -0.5, -0.1], [0.4, 0.5, -0.4], [1.6, 0.9, -1.4], [-1.9, 0.5, -2.0], [1.4, 1.0, -1.0]]
}

No. 4
{
  "formula": "C6H17NO",
  "method": "ωB97M-V with the def2-TZVPD basis set",
  "lumo_ev": [3.16, 3.09],
  "charge": -1,
  "spin_multiplicity": 2,
  "homo_lumo_gap_ha": [0.074, 0.322],
  "s2": 0.7503,
  "energy_ha": -368.72080,
  "de_lowest_kcal_mol": 17.0,
  "symbols": ["C", "N", "C", "C", "C", "C", "C", "H", "H", "H", "H", "H", "H", "H", "H", "H", "H", "H", "H", "H", "H", "H", "H", "H", "O"],
  "xyz": [[-0.807, -1.526, 0.674], [-1.089, -0.780, -0.554], [-1.181, 0.651, -0.427], [-0.528, 1.376, -1.571], [1.004, 1.393, -1.400], [-0.988, 2.865, -1.622], [0.573, -1.353, 1.308], [-1.009, -2.574, 0.482], [-1.570, -1.211, 1.383], [-0.550, -1.108, -1.340], [-2.247, 0.948, -0.362], [-0.862, 1.086, 0.533], [-0.788, 1.038, -2.568], [1.625, 1.417, -2.298], [1.388, 2.249, -0.850], [1.234, 0.523, -0.797], [-0.591, 3.293, -2.542], [-0.594, 3.415, -0.771], [-2.069, 2.972, -1.777], [0.838, -0.308, 1.147], [1.306, -1.923, 0.752], [0.587, -1.381, 2.394], [2.387, -3.478, 4.096], [2.241, -3.865, 2.655], [1.690, -3.717, 3.456]],
  "atomic_forces_ev_per_a": [[-0.3, 0.0, 0.3], [0.1, -0.5, 0.6], [-1.3, 0.3, -0.2], [0.6, 2.7, -0.1], [0.1, -0.4, 0.1], [-0.1, -0.7, -0.7], [-0.5, 1.4, -0.7], [0.0, -0.3, -0.1], [-0.1, 0.0, 0.2], [0.3, 0.3, 0.0], [0.0, -0.2, -0.5], [0.8, -0.5, -0.1], [-0.2, -0.9, 0.1], [-0.4, -0.4, -0.3], [-0.4, 0.2, 0.4], [0.6, -0.2, -0.1], [0.4, 0.2, 0.1], [-0.3, 0.2, 0.1], [0.0, -0.1, 0.6], [0.2, 0.3, -0.2], [0.3, -0.4, 0.5], [0.1, -1.0, 0.0], [-0.1, 0.0, 0.1], [-0.2, 0.0, 0.0], [0.3, 0.0, -0.2]]
}

No. 5
{
  "formula": "C3H4NOP",
  "method": "ωB97M-V with the def2-TZVPD basis set",
  "lumo_ev": 0.90,
  "homo_lumo_gap_ha": 0.326,
  "smiles": "Nc1cpco1",
  "energy_ha": -588.01070,
  "de_lowest_kcal_mol": 9.9,
  "symbols": ["C", "C", "C", "N", "O", "P", "H", "H", "H", "H"],
  "xyz": [[-0.968, -0.569, 0.785], [-0.255, -2.222, -0.799], [0.030, -0.085, -0.018], [0.716, 1.134, 0.139], [0.406, -0.984, -0.936], [-1.421, -2.203, 0.473], [-1.405, 0.156, 1.557], [-0.048, -2.756, -1.607], [0.567, 1.588, 1.007], [1.261, 1.418, -0.579]],
  "atomic_forces_ev_per_a": [[-0.4, 2.7, 1.7], [-1.2, 4.0, 3.6], [-0.3, -0.2, 0.9], [-2.7, -3.5, 1.0], [0.4, 0.0, 0.0], [0.7, -0.7, -1.2], [0.6, -1.5, -1.1], [0.8, -2.8, -3.0], [0.2, 0.5, 0.2], [2.0, 1.4, -2.1]]
}

Number 1: maximum force 0.99 eV Å⁻¹. Number 2: maximum force 4.33 eV Å⁻¹. Number 3: maximum force 6.01 eV Å⁻¹. Number 4: maximum force 2.74 eV Å⁻¹. Number 5: maximum force 5.52 eV Å⁻¹.